Version i
The following is a quantum chemistry calculation of a cluster of 13 separate species, H26O13 in total, from the OMol25 dataset.

Summary:
- Net charge: 0
- Highest occupied orbital energy: -0.3860 Ha
- LUMO: -0.43 eV
- Orbital gap: 10.08 eV

Atoms and positions in Å:
O1 2.824 -0.400 -1.171
H1 2.615 -1.271 -0.710
H2 2.782 0.380 -0.697
O2 0.720 2.450 1.678
H3 1.167 3.132 2.227
H4 -0.112 2.018 2.110
O3 2.420 -2.684 0.348
H5 1.875 -3.237 -0.166
H6 1.942 -2.036 0.973
O4 0.266 -3.433 -1.230
H7 0.034 -3.488 -0.345
H8 -0.169 -2.685 -1.756
O5 -2.926 2.779 -1.229
H9 -2.136 2.889 -0.791
H10 -3.369 3.562 -1.344
O6 -2.667 -1.115 1.047
H11 -3.550 -0.707 1.066
H12 -2.140 -0.725 0.570
O7 -0.639 -3.039 1.313
H13 -0.356 -2.899 2.299
H14 -1.461 -2.479 1.144
O8 -0.016 3.214 -0.803
H15 0.300 3.036 0.075
H16 0.653 2.780 -1.539
O9 -0.688 -1.170 -3.403
H17 -1.292 -0.804 -4.064
H18 -1.158 -0.819 -2.657
O10 -0.459 -0.039 -0.318
H19 0.410 -0.444 0.088
H20 -0.140 0.801 -0.335
O11 1.454 1.973 -2.846
H21 1.613 1.175 -2.415
H22 2.073 2.679 -2.791
O12 1.239 -0.557 1.913
H23 2.078 -0.016 2.159
H24 0.587 -0.157 2.567
O13 -0.951 0.584 2.902
H25 -1.210 0.610 3.741
H26 -1.601 0.132 2.407

Version ii
The following is a quantum chemistry calculation of a structure of composition H26O13, from the OMol25 dataset.

Summary:
- Net charge: 0
- Highest occupied orbital energy: -0.2935 Ha
- LUMO: -0.44 eV
- Orbital gap: 7.54 eV

Atoms and positions in Å:
H1 -0.934 -0.998 -0.751
H2 0.414 -0.739 0.085
H3 2.143 1.698 -1.347
H4 1.770 2.811 -2.406
H5 0.916 -1.853 3.515
H6 0.622 -2.146 1.963
H7 0.651 -3.480 -2.275
H8 -0.202 -2.289 -1.570
H9 -2.757 -0.765 1.100
H10 -3.473 0.081 2.038
H11 1.916 3.071 -0.339
H12 2.737 4.328 -0.672
H13 1.341 -2.687 -0.663
H14 1.133 -3.975 -0.092
H15 1.600 2.438 1.166
H16 2.539 2.932 2.312
H17 -0.390 1.319 -1.653
H18 0.570 0.086 -1.769
H19 -5.824 0.229 -0.542
H20 -4.611 -0.072 -1.356
H21 3.662 -3.100 0.954
H22 3.705 -3.141 -0.609
H23 -2.845 1.931 -1.254
H24 -2.283 1.079 -0.090
H25 -0.745 1.184 2.329
H26 -1.764 1.411 1.437
O1 -0.518 -1.142 0.117
O2 1.394 2.144 -1.736
O3 0.525 -1.498 2.756
O4 -0.039 -2.723 -2.396
O5 -3.506 -0.809 1.677
O6 2.539 3.718 0.040
O7 0.969 -3.064 0.207
O8 2.488 2.644 1.376
O9 -0.038 0.605 -2.222
O10 -4.839 0.095 -0.452
O11 4.180 -2.857 0.209
O12 -2.023 1.666 -0.778
O13 -1.022 1.868 1.690

Version iii
The following is a quantum chemistry calculation of a cluster of 13 separate species, H26O13 in total, from the OMol25 dataset.

Summary:
- Net charge: 0
- Highest occupied orbital energy: -0.3270 Ha
- LUMO: -1.14 eV
- Orbital gap: 7.76 eV

Atoms and positions in Å:
H1 -0.934 -0.892 0.109
H2 -0.234 0.445 -0.069
H3 -0.840 2.791 -0.119
H4 -0.675 1.752 -1.216
H5 2.104 -0.157 1.299
H6 2.748 -0.659 0.017
H7 -4.377 -1.816 0.780
H8 -3.542 -2.213 1.986
H9 1.892 0.697 -3.330
H10 2.904 1.309 -4.284
H11 -2.421 1.093 2.334
H12 -2.362 2.611 2.359
H13 3.528 1.997 -0.712
H14 2.533 2.015 -1.860
H15 -2.595 0.603 4.586
H16 -1.354 1.416 4.253
H17 -0.962 -2.844 2.187
H18 -0.316 -1.802 1.288
H19 -2.004 -3.373 -2.626
H20 -2.617 -4.763 -2.643
H21 3.656 -1.354 -1.292
H22 3.871 -2.632 -0.499
H23 0.458 -1.002 -2.160
H24 0.241 0.496 -2.022
H25 2.461 2.885 0.744
H26 1.042 2.726 1.266
O1 -1.092 0.058 0.138
O2 -1.340 2.164 -0.653
O3 1.911 -0.339 0.372
O4 -4.445 -2.000 1.724
O5 1.991 1.005 -4.238
O6 -2.008 1.829 2.798
O7 2.617 2.230 -0.925
O8 -2.167 1.446 4.771
O9 -1.113 -2.337 1.381
O10 -2.126 -4.143 -3.192
O11 3.903 -2.280 -1.395
O12 -0.128 -0.290 -2.441
O13 1.795 3.327 1.283

Version iv
The following is a quantum chemistry calculation of a cluster of 13 separate species, H26O13 in total, from the OMol25 dataset.

Summary:
- Net charge: 0
- Highest occupied orbital energy: -0.3827 Ha
- LUMO: -0.67 eV
- Orbital gap: 9.74 eV

Atoms and positions in Å:
H1 0.053 -0.417 0.555
H2 -0.263 -1.366 1.610
H3 0.235 2.885 -0.773
H4 -0.722 3.975 -0.741
H5 -1.593 -2.388 0.361
H6 -2.021 -3.127 -0.940
H7 -2.734 1.910 -2.510
H8 -2.334 3.164 -1.785
H9 3.823 -0.525 -2.159
H10 2.820 -0.414 -1.055
H11 -0.344 1.516 -2.980
H12 -0.589 2.235 -4.236
H13 -3.176 1.187 1.659
H14 -4.210 0.640 0.909
H15 -0.885 -3.719 -3.691
H16 -1.171 -2.509 -3.130
H17 1.671 4.036 0.872
H18 2.018 2.919 1.734
H19 2.290 2.008 -2.430
H20 3.650 1.705 -2.081
H21 -1.867 -4.540 3.535
H22 -2.460 -4.688 2.147
H23 0.627 -1.588 4.819
H24 0.399 -2.297 6.183
H25 3.476 -0.398 1.799
H26 3.352 0.581 0.702
O1 0.490 -1.025 1.084
O2 -0.600 3.149 -0.267
O3 -1.747 -3.285 0.042
O4 -2.143 2.283 -1.820
O5 3.689 -0.215 -1.254
O6 -0.979 1.449 -3.697
O7 -3.933 1.473 1.155
O8 -1.570 -3.353 -3.114
O9 1.947 3.835 1.781
O10 2.745 1.688 -1.701
O11 -1.913 -5.155 2.795
O12 -0.019 -1.812 5.441
O13 3.987 0.184 1.180

Most stable: version i

Version i
The following is a quantum chemistry calculation of a cluster of 2 separate species, C4H9NO3 in total, from the OMol25 dataset.

Summary:
- Net charge: 0
- Highest occupied orbital energy: -0.3471 Ha
- LUMO: 0.36 eV
- Orbital gap: 9.80 eV

Atoms and positions in Å:
O1 1.998 1.935 -1.659
C1 1.016 1.239 -1.652
C2 0.801 -0.319 -1.803
C3 -0.478 -0.837 -1.099
N1 -0.473 -1.572 0.168
C4 -0.509 -1.065 1.525
O2 -0.148 -1.817 2.391
H1 0.135 1.879 -1.524
H2 0.538 -0.593 -2.827
H3 1.743 -0.882 -1.437
H4 -1.057 0.067 -0.942
H5 -0.916 -1.541 -1.964
H6 -0.104 -2.444 0.023
H7 -1.092 -0.117 1.791
O3 -1.490 1.887 1.734
H8 -2.284 2.384 1.437
H9 -1.515 2.109 2.716

Version ii
The following is a quantum chemistry calculation of a structure of composition C4H9NO3, from the OMol25 dataset.

Summary:
- Net charge: 0
- Highest occupied orbital energy: -0.3391 Ha
- LUMO: 0.55 eV
- Orbital gap: 9.78 eV

Atoms and positions in Å:
C1 -1.645 -1.684 -0.646
C2 -0.466 -1.132 0.118
O1 -0.614 -1.413 1.474
O2 0.724 -1.286 -0.358
H1 0.300 -1.529 1.783
H2 -1.508 -2.756 -0.793
H3 -1.710 -1.193 -1.619
H4 -2.573 -1.516 -0.095
C3 1.604 1.767 0.592
C4 0.590 1.189 -0.330
O3 0.913 1.233 -1.611
N1 -0.631 0.836 0.058
H5 0.280 0.673 -2.094
H6 -0.812 1.101 1.025
H7 1.263 2.743 0.945
H8 1.716 1.109 1.457
H9 2.569 1.858 0.095

Most stable: version ii